No. 1
62
Properties=species:S:1:pos:R:3:forces:R:3 method="wB97M-V/def2-TZVPD" homo_lumo_gap_ev=9.1 charge=0 lumo_ev=-0.04 largest_force_ha_per_bohr=0.1444
O 1.7623 -2.5995 -1.8764 -0.7351 -2.1160 -7.0805
O -4.1898 1.1303 2.1222 -0.2670 -1.1560 1.0016
O -3.0994 -3.1926 -1.8937 0.2398 0.0624 -0.3859
O -0.6847 -0.7369 -3.4653 -0.5185 -1.7415 0.9317
O -2.0935 1.2928 0.8589 1.2816 -0.5802 0.0335
O 3.3597 0.5927 2.1177 0.0041 -1.4448 1.6069
O -3.8124 2.7426 -0.7532 2.8096 4.8876 -0.1222
O 2.2288 -0.7076 -3.5719 0.7371 0.6645 -1.7868
O 2.6159 0.5455 -1.3188 -0.5222 0.1364 0.8806
O 3.3898 2.9293 -0.4375 1.8384 1.7515 0.5584
O 4.4320 -1.4121 0.6358 0.3632 -0.0518 2.0639
O -0.6625 -3.6204 -2.5943 -2.3393 -2.2834 1.7232
O -0.5788 -0.8804 4.2529 5.1329 -0.0746 2.4034
O -3.5377 -0.6300 -0.6173 -0.3387 -2.6909 1.0559
O 1.8678 0.5661 4.4933 -0.1747 1.0294 0.1291
O -1.6611 0.8421 -1.6816 1.1031 -2.5603 1.6821
N 1.3736 -1.3818 1.2346 1.0610 2.1413 -3.3303
C 0.2958 -0.4370 0.8401 -0.3223 -1.5012 0.4768
C 0.3209 1.0081 1.2814 3.5655 0.8249 2.6506
C -0.7699 3.1253 0.3917 -1.4564 3.4920 -0.6629
C -0.8784 1.9542 1.2785 -0.5385 -0.6251 1.3188
H -3.2628 2.5354 -0.0019 0.3930 -0.2027 0.7910
H -4.2833 -0.0854 -0.6836 -2.1646 0.7910 0.0646
H 2.3208 -0.9673 1.0743 -1.1207 -0.6459 0.7820
H 1.7340 -0.1073 3.8260 0.2282 -0.2410 -0.3471
H -2.8900 -0.1052 -1.0293 1.9054 1.1949 -1.2889
H -0.5536 -0.9461 1.3251 -0.3701 0.5668 -0.7929
H -2.0128 1.6307 -2.0311 -0.3852 1.1326 -1.4607
H -3.3083 -3.8185 -1.2140 -0.4808 -0.5172 0.6510
H -1.2093 0.1115 -2.2035 -0.5490 1.8557 -0.9243
H 4.2842 -1.9813 -0.0779 -0.3047 -1.4471 -1.6513
H 1.8958 -2.3654 -1.0463 -0.0685 1.2379 6.3649
H 4.6303 -0.5807 0.2497 0.1104 1.2723 -0.7212
H 0.9240 -3.0591 -2.1736 0.8943 0.5216 1.3041
H -0.9832 2.3065 2.3577 -0.4162 -0.5757 -1.3638
H -4.2952 2.0219 -0.8859 -3.4485 -4.5205 -0.8534
H -1.2984 -3.3507 -1.8327 1.1682 0.0857 -1.6779
H 0.0619 -0.2887 4.8854 -1.0866 -2.4824 -2.1400
H 4.1465 3.1629 -1.0206 -0.7653 -0.1824 0.7413
H -0.9532 -1.6752 -3.2544 0.5428 1.0286 -0.7409
H 2.5534 0.1146 -2.1975 -0.4337 0.3605 0.1695
H -3.9777 0.6487 2.9617 -0.3581 0.6202 -1.2402
H -1.2144 -0.2527 4.3406 -4.0650 2.5426 -0.3542
H 1.2580 1.5717 0.9080 -1.4361 -0.8019 -0.0416
H 0.2787 -0.5103 -0.2286 -0.7241 -0.1175 -0.8699
H 4.1872 0.0933 2.2723 -0.6287 0.8219 -0.4179
H 0.2017 3.6137 0.2144 -0.2657 -0.3018 0.4842
H -1.1900 2.8743 -0.5619 0.4426 -0.3736 -0.7645
H 3.4556 1.3234 1.5445 0.8362 1.2564 -1.1960
H -1.1067 -4.5519 -2.6655 1.6213 2.2871 -0.5051
H 2.8658 2.3750 -0.9796 -0.8260 -1.3896 -0.9873
H 1.7482 0.5406 -0.8512 0.8955 -0.2722 -0.9222
H -1.8744 0.8327 0.0089 0.1582 0.7703 0.7778
H -0.7201 -0.6324 -4.4142 0.0083 0.0026 -0.2507
H 2.0018 1.3743 3.9498 0.1012 -0.8530 0.5735
H -3.6067 0.7143 1.4454 -0.2933 0.4839 1.0557
H 1.2027 -1.6664 2.1347 0.0745 -0.7584 2.6177
H -3.2552 -2.3317 -1.4933 -0.4489 0.6672 0.3376
H 0.6604 0.8998 2.3806 -0.7843 0.2349 -1.4965
H 2.2684 -1.4489 -2.9860 -0.8923 -1.4874 1.6316
H 2.7756 -1.0985 -4.2602 0.1910 0.6637 -0.5884
H -1.5766 3.9524 0.6550 1.8218 -1.3923 0.1025

No. 2
18
Properties=species:S:1:pos:R:3:forces:R:3 method="wB97M-V/def2-TZVPD" homo_lumo_gap_ev="8.8 / 5.8" spin_multiplicity=7 charge=+4 lumo_ev="-14.86 / -19.12" largest_force_ha_per_bohr=0.2065
Au 1.0361 0.6977 -4.2986 -0.6272 0.3375 0.2187
Rh 0.1412 -0.4268 0.2225 2.6337 -3.8055 -4.0538
Cl 1.1933 -0.3980 -2.2903 0.1693 -0.4943 0.6671
Cl -0.4775 1.4180 -1.0641 -0.1443 0.8616 -1.7139
S 0.1461 -1.8964 1.9052 0.5079 -1.4018 0.6528
O 0.0796 2.4939 -6.6785 1.1721 -2.5934 3.6990
O -0.7038 1.9399 1.6184 0.0281 -4.4816 -0.6457
O 2.8634 0.3838 -6.8218 -3.2225 1.1921 2.9035
N 0.1383 -1.3143 4.5180 -0.8913 -1.4359 -1.9938
N -1.8173 -0.7869 3.3514 1.1929 -0.3738 -1.1368
C -0.6499 0.8201 1.2971 -2.3899 9.0550 5.0097
C 0.3482 1.8681 -5.7518 -3.2370 4.3430 -4.0444
C 2.0925 0.6199 -6.0084 5.8948 -2.7052 -4.1075
C -0.5869 -1.3121 3.3713 -0.5039 1.5888 3.1185
H -0.4133 -1.3521 5.3839 0.4900 0.4229 0.1525
H -2.2348 -0.5281 4.2517 -0.3364 0.1302 -0.4156
H 1.0593 -1.7798 4.5465 -0.5369 0.1868 0.1884
H -2.2145 -0.4467 2.4475 -0.1993 -0.8263 1.5014

No. 3
12
Properties=species:S:1:pos:R:3:forces:R:3 method="wB97M-V/def2-TZVPD" homo_lumo_gap_ev=7.5 charge=+1 lumo_ev=-4.91 largest_force_ha_per_bohr=0.0959
O -1.7230 -0.4497 -0.3572 1.1328 -3.5254 1.1029
O 0.8075 -1.1004 0.3669 1.1682 0.9875 -0.9454
C 1.6032 -0.1961 0.2293 -0.8523 -3.0445 2.3288
C 2.6754 0.4734 0.5863 -0.4252 1.1102 -0.7570
C 0.0211 1.2586 -0.5136 -2.0655 1.0549 0.0854
C -1.0346 0.6249 -0.4914 2.5049 1.4993 -0.1498
Be -4.5556 -2.2252 -0.2649 -2.6029 -3.7742 1.3176
Li -3.6013 -0.8107 -0.7664 2.8787 3.8067 -1.2508
H 3.5334 -0.0656 0.9875 -0.3224 0.0180 -0.2428
H 0.5456 2.1639 -0.2535 -0.0151 -0.2776 -0.3722
H -0.9691 -1.2268 0.0322 -1.6930 2.5915 -1.0970
H 2.6974 1.5537 0.4449 0.2918 -0.4465 -0.0195

No. 4
20
Properties=species:S:1:pos:R:3:forces:R:3 method="wB97M-V/def2-TZVPD" homo_lumo_gap_ev="7.6 / 2.6" spin_multiplicity=2 charge=+1 lumo_ev="-4.98 / -10.04" largest_force_ha_per_bohr=0.0399
Br 4.9059 2.6001 1.8618 -0.4299 -0.8383 0.3219
Br -1.6215 0.3995 0.3471 -0.6046 0.4736 0.7941
Br -3.7594 -1.0361 -4.0307 0.9653 -0.6632 1.1535
Br -1.0915 -2.3641 -2.4210 -0.8893 0.1047 -0.2052
Br 4.7978 -0.4241 3.3682 -0.6705 1.4937 -0.6378
Br -3.5083 -4.1770 -3.7219 0.6883 0.8077 0.5732
Br 1.6786 -1.1938 0.0784 0.0860 0.3577 -0.6954
Br 2.2331 1.6671 3.4474 0.7654 -0.2549 -0.3940
Br -1.2717 2.7384 2.6319 -0.8122 -1.0073 -0.5123
Br 2.2774 1.7117 -0.9218 -0.5533 -0.8741 -0.5093
Br -4.2854 1.9947 1.4918 1.8484 -0.7696 0.4426
Br 2.2903 -0.5478 -3.0877 -0.7564 0.6589 1.3471
C 1.3853 0.0114 -1.4144 0.9978 -0.4055 0.3132
C -3.0032 -2.4539 -2.8280 -1.2403 -0.7110 -1.4512
C -2.4280 1.2803 1.9389 -0.4974 0.9971 -0.5475
C 3.8153 1.0909 2.4418 0.0117 -0.7842 0.3993
H -2.5095 0.4990 2.6945 -0.1032 0.3347 -0.1749
H 3.4068 0.5925 1.5627 0.3307 0.2660 0.2047
H 0.3052 0.1227 -1.5097 0.3009 0.3094 -0.4194
H -3.6172 -2.5116 -1.9292 0.5624 0.5047 -0.0023

No. 5
10
Properties=species:S:1:pos:R:3:forces:R:3 method="wB97M-V/def2-TZVPD" homo_lumo_gap_ev="7.4 / 7.7" charge=0 lumo_ev="-0.33 / -0.19" largest_force_ha_per_bohr=0.0685
Br 1.1654 -3.3061 -1.3528 -1.6950 1.7322 2.0549
Br -1.9495 -1.2309 -0.4447 -0.3161 0.4822 0.1081
C 0.3280 0.1260 0.8833 1.3723 0.6076 -0.8177
C 0.7105 1.3148 0.3884 0.0137 1.0837 0.3442
C -0.8716 0.2352 0.0272 -1.8590 1.7208 -0.1712
C -0.7301 1.5798 -0.1811 1.1328 -3.3294 0.1859
H 0.2414 -2.4061 -0.3305 1.7924 -1.8624 -2.1563
H 0.7061 -0.7017 1.3982 0.9253 -0.8776 0.5607
H -1.1806 2.4487 -0.5070 -1.0885 1.1737 -0.9918
H 1.5803 1.9403 0.1191 -0.2779 -0.7308 0.8830

No. 6
13
Properties=species:S:1:pos:R:3:forces:R:3 method="wB97M-V/def2-TZVPD" homo_lumo_gap_ev=10.0 charge=0 lumo_ev=0.25 largest_force_ha_per_bohr=0.0539
Br -0.4824 1.8187 -2.1421 -0.1636 -1.0540 0.5698
Br 1.9086 2.2647 0.1326 -0.5178 -1.0421 0.1177
O -2.4136 -1.7985 0.0581 -1.0327 -2.5740 0.0214
O -2.1533 0.2350 0.7898 0.6326 0.6913 -0.7723
O -0.7681 -0.7450 -0.9066 0.1420 1.8697 0.5256
C -1.8196 -0.8046 -0.0221 -0.2870 0.6209 0.1545
C 1.2430 -0.5047 1.0587 -0.0126 0.0712 -1.1069
C 0.8962 0.6164 0.0587 0.8767 -0.0521 0.9946
C -0.0501 0.4373 -0.8405 -0.0019 0.8908 -1.0104
H 1.3703 -1.4135 0.4346 0.0900 0.3613 0.4949
H 0.4052 -0.7235 1.7428 0.4507 0.3793 -0.0682
H -2.4511 1.0074 0.2787 0.3850 -0.0719 0.1253
H 2.1875 -0.2871 1.5772 -0.5613 -0.0904 -0.0461

No. 7
13
Properties=species:S:1:pos:R:3:forces:R:3 method="wB97M-V/def2-TZVPD" homo_lumo_gap_ev=10.1 charge=0 lumo_ev=0.09 largest_force_ha_per_bohr=0.0836
Br -3.6158 -2.0133 0.1075 0.1415 -0.0555 -0.4058
Br -3.3283 0.5826 -1.7848 -0.1541 -0.1260 -0.2063
Br -5.0125 0.6635 0.8914 -0.0729 0.1366 -0.2299
O -2.2817 0.0657 2.1449 -0.5271 -0.2926 1.3762
N -1.1957 0.8291 0.3735 2.1513 2.9786 -0.9021
C -0.3542 0.6258 -0.7602 -0.4814 -2.1298 2.2921
C -3.4615 -0.0871 -0.0044 0.4966 0.2147 1.7458
C -2.2200 0.2816 0.9778 -0.9794 -0.7896 -1.1303
C 0.2697 0.9312 0.6245 -2.9032 -2.7867 -1.5188
H 0.7502 1.8286 0.9056 0.0749 0.8547 0.1331
H -0.4306 1.2917 -1.5357 0.0967 1.8250 -1.5523
H 0.4823 -0.0112 1.0864 1.1776 0.0148 0.6032
H -0.4727 -0.4168 -1.0662 0.9797 0.1556 -0.2049

No. 8
13
Properties=species:S:1:pos:R:3:forces:R:3 method="wB97M-V/def2-TZVPD" homo_lumo_gap_ev=10.4 charge=0 lumo_ev=-0.33 largest_force_ha_per_bohr=0.0866
Br 2.9943 -0.5398 0.0297 -0.3979 -0.2777 -0.1875
Cl 1.5593 2.5595 -0.0008 0.0798 -0.6033 -0.0829
F 0.1968 -1.6240 -1.4661 -0.3394 -0.2249 1.1734
F 0.6196 -2.4406 0.5924 -0.0687 0.1427 -0.4906
O -2.0523 -0.3866 -0.1287 0.5386 0.2186 -0.5109
C 0.7018 1.0748 -0.5742 -0.9129 1.2738 -3.6604
C -1.3089 -1.2070 0.3401 -0.8890 1.7868 -0.9057
C 0.1569 -1.3541 -0.0961 1.2289 -0.6794 -1.0966
C 1.1094 -0.1814 0.1384 -1.8496 1.6125 3.7179
H 0.8583 0.1369 1.2420 0.9725 -0.9633 -1.5465
H -0.3913 1.4227 -0.4632 1.6272 -1.3507 -0.1099
H -1.7641 -1.8013 1.0950 0.5192 -1.4221 1.0632
H 0.9259 0.9484 -1.7466 -0.5088 0.4870 2.6366

Question: Among the records above, which one has the highest charge?
Answer: C4H4AuCl2N2O3RhS